1.
Entry from the OMol25 dataset: a molecular structure, C20H17Cl5GeN6OS2Sc at a distorted geometry (wB97M-V/def2-TZVPD).

Structure (XYZ):
```
53
Properties=species:S:1:pos:R:3:lowdin_charge:R:1
Sc 0.95963 0.22332 0.03728 0.3679
C -1.31137 2.32789 4.02976 -0.4269
S 0.06768 1.21563 4.34848 0.8487
C 0.93920 1.23362 2.83528 -1.1681
S 0.58601 2.32192 1.54934 0.5834
N 1.88926 0.34508 2.78721 -0.0843
N 2.57185 0.44259 1.58049 -0.1908
C 3.82822 0.59928 1.61442 -0.0633
C 4.09386 2.01841 -0.23449 -0.2161
C 4.61358 0.71977 0.30698 -0.3827
C 4.60038 -0.50081 -0.55197 -0.0788
C 3.62704 -0.71941 -1.46024 -0.1923
C 2.44455 0.12213 -1.66812 -0.4857
N -0.04516 1.89357 -1.48084 0.0646
H -1.90284 2.31495 4.94464 0.0351
H -1.91046 1.96670 3.19954 0.0110
H -0.96574 3.33877 3.83336 0.0272
H 4.34210 0.71502 2.56664 0.1480
H 5.63896 0.97136 0.59845 0.1348
H 5.41856 -1.19649 -0.43389 0.1127
H 3.66004 -1.60584 -2.08527 0.1153
H 2.10058 0.14561 -2.70007 0.0320
N -4.49505 -0.94363 -4.15670 0.1697
C -3.91646 -0.70362 -2.94390 -0.5028
O -4.52537 -0.24719 -2.00047 0.0826
C -2.50393 -1.19038 -2.79539 -0.1073
C -1.95230 -2.21605 -3.54500 0.0055
C -0.64332 -2.59590 -3.29553 -0.0259
C 0.06567 -1.92214 -2.32153 -0.1583
N -0.44953 -0.91928 -1.60299 -0.0435
C -1.71904 -0.58049 -1.82773 -0.1315
H -5.41232 -0.54659 -4.28460 0.1131
H -3.91548 -1.01531 -4.97558 0.0962
H -2.54172 -2.73628 -4.28946 0.1200
H -0.17905 -3.40895 -3.83473 0.1133
H 1.08573 -2.20452 -2.09298 0.0793
H -2.14663 0.20591 -1.22025 0.0853
Cl 1.38470 -2.18943 0.68539 0.0873
Ge -0.61762 -2.44234 2.10820 0.2525
Cl -1.36616 -0.35336 1.28268 0.0800
Cl -1.70620 -3.65040 0.60033 -0.0775
Cl -2.32033 2.47960 -4.75862 0.6644
C -0.58832 2.48400 -4.93923 -0.6329
C -0.04040 2.75549 -6.16495 -0.1354
C 1.34190 2.71398 -6.28691 -0.1012
C 2.14626 2.40481 -5.20490 -0.1565
C 1.66157 2.14293 -3.90774 -0.0975
Cl 2.98960 1.89011 -1.43397 1.0770
C 0.25214 2.21709 -3.85479 -0.3173
N -0.43350 1.91854 -2.60047 -0.0045
H -0.67885 2.98531 -7.00457 0.0991
H 1.77948 2.92481 -7.25305 0.0988
H 3.21815 2.37663 -5.39197 0.0762
```

**Multiplicity**: 2
**Charge**: 0
**Relative energy (zero: lowest compared OMol25 entry of this formula, charge and spin)**: 243.35 kcal per mole
**Orbital gap (alpha / beta)**: 0.220 / 0.218 Ha
**Energy**: -7110.9850 Ha
**⟨S²⟩**: 0.7552

---

2.
Entry from the OMol25 dataset: 2 unconnected molecules or ions with the total composition C20H17F2N2O at a distorted geometry (wB97M-V/def2-TZVPD).

Structure (XYZ):
```
42
Properties=species:S:1:pos:R:3:lowdin_charge:R:1
F -2.59906 4.21080 -2.38555 0.0542
C -2.35765 2.85835 -2.27146 -0.2168
C -3.44048 1.99490 -2.33779 0.0389
C -3.14813 0.61976 -2.30199 -0.0423
C -1.84980 0.16266 -2.15366 -0.0055
C -0.74898 1.06094 -1.95182 -0.1786
C 0.53439 0.49769 -1.61274 0.0294
C 1.81641 1.06303 -1.96688 -0.1616
C 2.91995 0.16568 -2.14964 -0.0106
C 4.21860 0.62507 -2.29990 -0.0422
C 4.50534 2.00029 -2.34899 0.0384
C 3.42023 2.86247 -2.31035 -0.2164
F 3.65872 4.21445 -2.43919 0.0539
C 2.09657 2.44507 -2.18430 0.0793
C -1.03482 2.44452 -2.12417 0.0756
H -4.45198 2.36583 -2.48251 0.1349
H -3.96954 -0.08683 -2.36508 0.1184
H -1.65280 -0.91347 -2.07711 0.1272
H 0.54041 -0.59247 -1.61013 0.1060
H 2.72597 -0.91134 -2.06344 0.1184
H 5.04222 -0.08122 -2.35248 0.1192
H 5.51711 2.37108 -2.48787 0.1348
H 1.32929 3.19938 -2.15448 0.0962
H -0.27428 3.20115 -2.02737 0.0992
C -2.09507 -3.87576 5.17566 0.0068
C -1.11409 -3.46082 4.09355 -0.4455
O -0.35892 -4.28005 3.54376 0.0558
N -1.14621 -2.10646 3.76548 0.1327
C -0.52610 -1.50871 2.65693 -0.1871
C -0.73426 -0.15551 2.37924 0.0153
C -0.23206 0.42126 1.22363 -0.0768
N 0.46954 -0.28905 0.33172 0.0357
C 0.86985 -1.52524 0.68886 -0.0534
C 0.38860 -2.16876 1.82930 0.0394
H -3.08203 -3.45535 4.93153 0.0886
H -2.15127 -4.97097 5.18368 0.0955
H -1.78481 -3.53481 6.17584 0.0980
H -1.87327 -1.57513 4.24050 0.1532
H -1.31823 0.42895 3.08521 0.1236
H -0.39370 1.48536 1.02552 0.1357
H 1.60432 -2.03518 0.06148 0.1300
H 0.68001 -3.17155 2.06698 0.1025
```

**Charge**: +1
**Relative energy (zero: lowest compared OMol25 entry of this formula, charge and spin)**: 13.47 kcal per mole
**Orbital gap**: 0.282 Ha
**Energy**: -1156.5402 Ha

---

3.
Entry from the OMol25 dataset: a molecular structure, C20H17F6N2O3Pd at a distorted geometry (wB97M-V/def2-TZVPD).

Structure (XYZ):
```
49
Properties=species:S:1:pos:R:3:lowdin_charge:R:1
Pd 0.17080 -0.38032 0.60766 1.0575
O -1.07803 1.66632 0.15186 -0.0842
C -2.11373 1.55603 -0.55190 -0.4038
C -2.55097 2.63856 -1.39901 -0.0331
C -3.68913 2.56520 -2.14390 -0.1120
C -4.52962 1.42734 -2.11273 -0.1321
C -4.16640 0.38048 -1.31374 -0.0778
C -2.98123 0.39504 -0.54417 -0.1549
C -2.72639 -0.73509 0.27048 -0.0881
N -1.66100 -0.99745 0.94799 -0.1265
C -1.55423 -2.19191 1.77029 -0.2072
C -0.69768 -1.85740 2.99277 -0.1995
N 0.47155 -1.10399 2.54064 -0.0710
C 1.16125 -0.38428 3.33905 -0.0981
C 2.25875 0.47230 2.95549 -0.1448
C 2.96017 1.08690 4.00793 -0.0785
C 4.05710 1.88590 3.79772 -0.1261
C 4.48169 2.08512 2.47602 -0.1023
C 3.82165 1.50979 1.42097 -0.0182
C 2.67112 0.69252 1.59730 -0.3435
O 2.12153 0.19891 0.54306 -0.1721
H -1.90961 3.51062 -1.43431 0.1051
H -3.95825 3.40220 -2.78059 0.0915
H -5.43042 1.38964 -2.71078 0.0802
H -4.79092 -0.50770 -1.26932 0.1002
H -3.55317 -1.44480 0.37266 0.1273
H -1.05277 -2.96774 1.18451 0.1189
H -2.53838 -2.55885 2.07868 0.1132
H -0.38539 -2.78475 3.48161 0.1143
H -1.27161 -1.26318 3.71099 0.1166
H 0.95296 -0.42646 4.41521 0.1275
H 2.61200 0.90886 5.02077 0.1000
H 4.57538 2.35032 4.62577 0.0857
H 5.34228 2.71449 2.27806 0.0960
H 4.14143 1.67751 0.40058 0.1123
C 2.02762 -1.46103 -2.26426 0.0037
C 0.55797 -1.07325 -2.49584 -0.5027
O -0.21257 -1.11512 -1.38994 -0.2060
C 0.52637 0.35036 -3.11315 -0.5511
F 1.04039 1.23586 -2.24804 0.1444
F -0.70926 0.76308 -3.41996 0.1539
F 1.26224 0.45908 -4.25370 0.1136
C -0.04885 -2.08212 -3.50419 -0.5575
F -0.04784 -3.32235 -2.97731 0.1275
F -1.31502 -1.81127 -3.84107 0.1483
F 0.64467 -2.17329 -4.66639 0.1172
H 2.44133 -0.78616 -1.51865 0.0620
H 2.62492 -1.42194 -3.17606 0.0846
H 2.04725 -2.47195 -1.85906 0.0897
```

**Charge**: -1
**Relative energy (zero: lowest compared OMol25 entry of this formula, charge and spin)**: 34.87 kcal per mole
**Orbital gap (alpha / beta)**: 0.244 / 0.244 Ha
**Energy**: -1834.7301 Ha